# 1
{"formula": "C18H22N6O3", "method": "ωB97M-V/def2-TZVPD", "gap_ev": 9.12, "e_above_lowest_kcal_mol": 25.63, "charge": 0, "smiles": "COCCCNC(=O)c1nc2c(nnn2Cc2cc(C)ccc2C)c(=O)[nH]1", "symbols": ["C", "O", "C", "C", "C", "N", "C", "O", "C", "N", "C", "C", "N", "N", "N", "C", "C", "C", "C", "C", "C", "C", "C", "C", "C", "O", "N", "H", "H", "H", "H", "H", "H", "H", "H", "H", "H", "H", "H", "H", "H", "H", "H", "H", "H", "H", "H", "H", "H"], "xyz": [[-3.026, -1.572, -1.738], [-2.674, -0.288, -1.295], [-3.777, 0.449, -0.804], [-3.271, 1.747, -0.178], [-2.653, 1.511, 1.204], [-1.584, 0.546, 1.141], [-1.775, -0.749, 1.422], [-2.728, -1.230, 2.009], [-0.643, -1.620, 0.952], [0.263, -1.103, 0.185], [1.194, -1.997, -0.211], [1.255, -3.357, 0.134], [2.350, -3.874, -0.471], [2.928, -2.954, -1.131], [2.262, -1.798, -1.006], [2.675, -0.579, -1.659], [2.402, 0.596, -0.755], [3.227, 0.762, 0.349], [3.015, 1.770, 1.278], [3.933, 1.933, 2.450], [1.943, 2.627, 1.075], [1.120, 2.473, -0.024], [1.325, 1.462, -0.956], [0.379, 1.319, -2.110], [0.233, -3.929, 0.983], [0.085, -5.053, 1.385], [-0.691, -2.915, 1.331], [-3.462, -2.166, -0.925], [-3.746, -1.525, -2.565], [-2.110, -2.048, -2.083], [-4.468, 0.671, -1.634], [-4.322, -0.144, -0.056], [-2.525, 2.177, -0.847], [-4.101, 2.447, -0.080], [-3.405, 1.112, 1.889], [-2.262, 2.450, 1.606], [-0.784, 0.758, 0.558], [2.141, -0.491, -2.609], [3.743, -0.685, -1.865], [4.054, 0.079, 0.491], [4.832, 2.471, 2.147], [3.452, 2.496, 3.246], [4.240, 0.964, 2.838], [1.751, 3.422, 1.781], [0.294, 3.157, -0.164], [-0.252, 0.441, -1.976], [0.910, 1.226, -3.056], [-0.267, 2.192, -2.176], [-1.478, -3.180, 1.920]]}

---

# 2
{"formula": "C18H22N6O7W", "method": "ωB97M-V/def2-TZVPD", "multiplicity": 3, "gap_ev": [7.51, 8.76], "e_above_lowest_kcal_mol": 5.55, "charge": 0, "symbols": ["W", "O", "C", "O", "C", "C", "C", "C", "C", "O", "C", "C", "O", "O", "H", "H", "H", "H", "H", "H", "H", "H", "C", "N", "C", "C", "C", "N", "C", "O", "N", "H", "H", "H", "H", "H", "H", "H", "N", "C", "N", "C", "N", "C", "C", "C", "O", "H", "H", "H", "H", "H", "H", "H"], "xyz": [[-0.144, 0.335, 0.346], [2.353, -1.744, -1.991], [1.309, -1.836, -1.392], [1.067, -1.207, -0.256], [0.257, -2.835, -1.914], [0.262, -4.133, -1.069], [-0.315, -5.282, -1.904], [-1.820, -4.910, -1.917], [-1.824, -3.652, -1.034], [-0.768, -3.904, -0.106], [-1.271, -2.474, -1.844], [-1.388, -1.162, -1.149], [-0.825, -0.143, -1.659], [-1.783, -1.056, 0.053], [0.554, -3.044, -2.939], [1.203, -4.336, -0.566], [-0.150, -6.230, -1.395], [0.129, -5.343, -2.897], [-2.430, -5.694, -1.472], [-2.203, -4.710, -2.918], [-2.744, -3.444, -0.496], [-1.689, -2.385, -2.847], [-2.087, 4.870, -0.634], [-2.186, 3.864, 0.421], [-2.823, 4.104, 1.596], [-2.855, 3.208, 2.608], [-2.138, 1.988, 2.433], [-1.503, 1.785, 1.279], [-1.509, 2.690, 0.278], [-0.849, 2.377, -0.725], [-2.054, 1.039, 3.355], [-2.300, 5.842, -0.200], [-2.782, 4.638, -1.439], [-1.070, 4.873, -1.015], [-3.286, 5.076, 1.680], [-3.359, 3.436, 3.533], [-2.456, 1.171, 4.265], [-1.417, 0.262, 3.173], [1.400, 1.669, 0.703], [1.648, 2.806, 0.849], [1.975, 4.027, 1.022], [0.959, 4.853, 1.256], [0.092, 5.593, 1.464], [1.532, -0.256, 3.946], [1.233, -0.981, 2.649], [0.986, -2.465, 2.833], [0.043, -0.403, 2.079], [2.439, -0.653, 4.402], [0.712, -0.388, 4.657], [1.675, 0.811, 3.768], [2.053, -0.834, 1.944], [0.178, -2.630, 3.551], [1.884, -2.960, 3.206], [0.698, -2.914, 1.883]]}

---

# 3
{"formula": "C18H23AsMoO6S", "method": "ωB97M-V/def2-TZVPD", "gap_ev": 4.99, "e_above_lowest_kcal_mol": 23.04, "charge": 4, "symbols": ["Mo", "C", "C", "C", "C", "C", "C", "C", "C", "C", "C", "C", "C", "H", "H", "H", "H", "H", "H", "H", "H", "H", "H", "H", "H", "H", "H", "H", "H", "H", "H", "O", "As", "O", "O", "C", "C", "C", "C", "C", "C", "S", "O", "O", "O", "H", "H", "H", "H", "H"], "xyz": [[-0.569, 0.821, -0.071], [-2.038, 0.807, 2.457], [-0.578, 0.480, 2.195], [0.032, -0.697, 2.752], [-0.691, -1.520, 3.708], [1.430, -1.009, 2.423], [1.954, -2.355, 2.706], [2.273, -0.025, 1.884], [3.721, -0.304, 1.682], [1.732, 1.237, 1.513], [2.579, 2.237, 0.841], [0.302, 1.520, 1.728], [-0.279, 2.876, 1.435], [-2.159, 1.455, 3.331], [-2.619, -0.096, 2.631], [-2.523, 1.322, 1.611], [-1.271, -2.321, 3.205], [-1.423, -0.946, 4.280], [-0.021, -2.050, 4.389], [2.578, -2.320, 3.619], [2.642, -2.701, 1.931], [1.189, -3.109, 2.870], [3.888, -0.762, 0.696], [4.116, -1.007, 2.412], [4.335, 0.592, 1.731], [3.203, 2.748, 1.598], [2.033, 3.018, 0.314], [3.294, 1.773, 0.159], [-0.637, 2.899, 0.336], [0.441, 3.689, 1.525], [-1.129, 3.134, 2.063], [0.436, 2.181, -2.606], [0.606, 0.522, -3.083], [2.006, 0.240, -3.751], [0.641, 0.157, -1.030], [-0.923, -0.563, -3.657], [-0.638, -1.206, -4.847], [-1.625, -2.000, -5.448], [-2.867, -2.162, -4.855], [-3.158, -1.524, -3.649], [-2.187, -0.731, -3.054], [-2.640, 0.037, -1.554], [-1.799, -0.608, -0.365], [-3.998, 0.131, -1.248], [-1.819, 1.364, -1.433], [0.999, 2.766, -3.150], [0.333, -1.100, -5.318], [-1.411, -2.486, -6.392], [-3.626, -2.773, -5.326], [-4.134, -1.634, -3.188]]}

---

# 4
{"formula": "C18H23ClN4O6", "method": "ωB97M-V/def2-TZVPD", "gap_ev": 8.93, "e_above_lowest_kcal_mol": 1.85, "charge": 0, "smiles": "CCOC(=O)N1CCN(C(=O)C(=O)NNC(=O)COc2ccc(Cl)c(C)c2)CC1", "symbols": ["C", "C", "O", "C", "O", "N", "C", "C", "N", "C", "O", "C", "O", "N", "N", "C", "O", "C", "O", "C", "C", "C", "C", "Cl", "C", "C", "C", "C", "C", "H", "H", "H", "H", "H", "H", "H", "H", "H", "H", "H", "H", "H", "H", "H", "H", "H", "H", "H", "H", "H", "H", "H"], "xyz": [[-5.555, -0.292, -0.960], [-5.240, -0.573, 0.502], [-4.332, 0.411, 1.004], [-3.074, 0.027, 1.239], [-2.682, -1.122, 1.153], [-2.293, 1.063, 1.653], [-2.624, 2.413, 1.241], [-2.194, 2.583, -0.237], [-1.184, 1.585, -0.544], [-1.504, 0.564, -1.367], [-2.519, 0.513, -2.036], [-0.442, -0.531, -1.460], [0.593, -0.410, -2.082], [-0.810, -1.684, -0.845], [0.174, -2.664, -0.704], [1.214, -2.390, 0.142], [1.140, -1.535, 0.991], [2.439, -3.280, -0.071], [3.547, -2.841, 0.665], [4.014, -1.572, 0.450], [5.030, -1.152, 1.307], [5.568, 0.110, 1.175], [5.090, 0.963, 0.194], [5.771, 2.552, 0.062], [4.079, 0.570, -0.675], [3.548, 1.489, -1.729], [3.562, -0.713, -0.543], [-0.181, 1.460, 0.491], [-0.859, 0.859, 1.747], [-6.063, 0.664, -1.059], [-4.637, -0.258, -1.543], [-6.197, -1.076, -1.351], [-6.138, -0.501, 1.121], [-4.790, -1.563, 0.623], [-3.692, 2.584, 1.360], [-2.078, 3.097, 1.893], [-1.786, 3.581, -0.416], [-3.033, 2.408, -0.913], [-1.554, -1.685, -0.140], [0.323, -3.240, -1.523], [2.671, -3.338, -1.144], [2.223, -4.286, 0.301], [5.377, -1.828, 2.072], [6.354, 0.439, 1.837], [2.651, 1.074, -2.180], [4.296, 1.642, -2.507], [3.317, 2.463, -1.301], [2.780, -0.999, -1.228], [0.211, 2.459, 0.694], [0.644, 0.828, 0.169], [-0.659, -0.211, 1.818], [-0.494, 1.345, 2.654]]}

---

# 5
{"formula": "C18H23IN9OSn", "method": "ωB97M-V/def2-TZVPD", "gap_ev": 7.20, "e_above_lowest_kcal_mol": 0.46, "charge": 1, "symbols": ["Sn", "C", "C", "N", "C", "C", "C", "C", "C", "C", "C", "N", "C", "C", "N", "N", "H", "H", "H", "H", "H", "H", "H", "H", "H", "H", "H", "H", "H", "H", "H", "H", "H", "H", "I", "C", "C", "N", "N", "C", "H", "H", "H", "N", "C", "O", "C", "C", "N", "C", "N", "H", "H"], "xyz": [[-0.322, 0.034, 0.726], [-1.913, 2.154, -1.572], [-1.471, 3.018, -0.402], [-0.259, 2.495, 0.242], [0.997, 2.768, -0.453], [1.302, 1.715, -1.487], [2.049, 2.015, -2.613], [2.275, 1.024, -3.552], [1.718, -0.229, -3.355], [0.989, -0.469, -2.202], [0.379, -1.830, -1.962], [-0.743, -1.788, -1.032], [-2.062, -1.613, -1.660], [-2.248, -0.206, -2.204], [-2.144, 0.779, -1.126], [0.818, 0.484, -1.275], [-1.138, 2.131, -2.341], [-2.799, 2.602, -2.035], [-2.259, 3.037, 0.353], [-1.327, 4.048, -0.744], [-0.181, 2.838, 1.193], [1.795, 2.760, 0.291], [0.992, 3.750, -0.934], [2.431, 3.018, -2.751], [2.856, 1.232, -4.441], [1.837, -1.017, -4.087], [1.150, -2.479, -1.542], [0.091, -2.258, -2.929], [-0.746, -2.636, -0.476], [-2.818, -1.813, -0.898], [-2.214, -2.335, -2.469], [-3.204, -0.150, -2.734], [-1.473, 0.019, -2.940], [-2.991, 0.748, -0.566], [5.786, -2.558, 0.650], [3.829, -2.111, 1.092], [3.149, -2.350, 2.272], [1.897, -1.914, 2.105], [1.722, -1.372, 0.890], [2.896, -1.486, 0.267], [3.474, -2.795, 3.197], [1.174, -1.770, 2.855], [3.042, -1.117, -0.736], [0.369, -0.866, 6.244], [0.572, -0.560, 4.949], [0.184, -1.344, 4.050], [1.238, 0.682, 4.652], [1.670, 1.562, 5.671], [1.998, 2.233, 6.550], [1.347, 1.027, 3.317], [1.378, 1.247, 2.174], [0.628, -0.236, 6.984], [-0.117, -1.718, 6.460]]}